Entry 1:
Formula: C10H11O3P
Source: the OMol25 dataset
Level of theory: the ωB97M-V functional and the def2-TZVPD basis

Results
- max |F| (eV/Å) = 6.44
- LUMO level (eV) = 5.7
- total charge = -2
- energy above the lowest of the compared OMol25 structures with the same formula, charge and spin (kcal per mole) = 10.46

Positions of all 25 atoms, in Å:
C  -2.047  0.382  0.495
C  -1.716  1.764  0.423
C  0.611  -0.331  0.229
C  2.856  0.362  -0.347
H  -2.286  0.079  -0.402
C  2.486  0.220  -1.700
H  -1.096  3.433  -0.749
O  0.436  -2.889  2.048
H  2.068  0.397  1.646
H  -0.273  -0.152  2.128
P  -0.937  -2.415  1.548
O  -2.042  -2.348  2.602
H  -0.517  -1.294  -1.224
C  1.858  0.186  0.574
H  1.151  -0.490  -3.116
O  -1.375  -2.980  0.190
C  1.219  -0.303  -2.105
C  -1.394  2.396  -0.711
H  3.869  0.612  -0.134
H  -1.824  2.228  1.357
C  -0.428  -0.581  1.166
C  0.364  -0.726  -1.122
H  3.152  0.432  -2.459
H  -1.473  1.890  -1.679
H  -2.662  0.131  1.341

Atom charges from the natural (NBO) analysis, given in e for atoms 1 to 2: number 1, C, carries -0.43; number 2, C, carries -0.16

=====

Entry 2:
Formula: C10H12
Source: the OMol25 dataset
Level of theory: the ωB97M-V functional and the def2-TZVPD basis

Results
- max |F| (eV/Å) = 4.79
- LUMO level (spin up / spin down) (eV) = -0.8 / -0.8
- energy above the lowest of the compared OMol25 structures with the same formula, charge and spin (kcal per mole) = 174.81

Positions of all 22 atoms, in Å:
H  -2.364  1.614  0.554
H  -0.689  2.746  -1.242
H  -1.628  -2.465  1.570
H  -0.716  3.558  0.495
H  -0.755  1.247  1.478
H  2.709  1.187  -0.040
H  3.382  -1.924  -0.394
C  3.526  -0.822  -0.103
C  -1.108  0.103  -0.182
C  2.567  0.169  -0.201
H  -2.918  -1.176  -0.255
C  1.204  -0.085  -0.634
C  -1.864  -1.180  -0.255
H  -1.834  -3.427  0.144
C  -0.551  2.646  -0.171
H  0.565  2.611  -0.226
C  0.058  -0.421  -0.966
C  -1.368  -2.420  0.506
H  -0.210  -2.366  0.587
C  -1.332  -0.431  -1.521
H  4.519  -0.559  0.298
C  -1.192  1.394  0.556

Atom charges from the natural (NBO) analysis, given in e for atoms 1 to 2: number 1, H, carries 0.23; number 2, H, carries 0.23